Entry 1:
ORCA calculation (ωB97M-V with the def2-TZVPD basis set) on 2 unconnected molecules or ions with the total composition C6H13O in a non-equilibrium geometry.

Output
multiplicity	1
lowest unoccupied orbital energy	0.14779	Eh
relative energy (zero: lowest compared OMol25 entry of this formula, charge and spin)	28.9	kcal/mol
total charge	-1
orbital gap	6.4	eV

The geometry in XYZ format:
```
20
C6H13O (ωB97M-V with the def2-TZVPD basis set)
C -1.2742 1.6045 -0.3950
O 0.0014 1.0548 -0.3765
C -1.7186 1.8680 1.0202
C -1.8386 0.5305 1.6937
H -1.9477 0.9127 -0.9571
H -1.3058 2.5394 -1.0159
H -2.6174 2.4468 1.0861
H -0.9060 2.4640 1.4470
H -1.5895 0.5506 2.7460
H -1.0736 -0.0837 1.2678
H -2.7363 -0.0128 1.4304
C 2.7725 -2.2228 -0.3869
C 1.6385 -1.2849 -0.4763
C 0.5659 -1.5433 -1.2104
H 2.9758 -2.5699 0.6337
H 2.5486 -3.1501 -0.9399
H 3.7054 -1.8635 -0.8525
H 1.7049 -0.2460 -0.1178
H -0.1235 -0.6656 -1.3863
H 0.4806 -2.4724 -1.8008
```

Atom charges from the natural (NBO) analysis, given in e for atoms 1 to 6: -0.036, -0.998, -0.433, -0.632, 0.083, 0.091


Entry 2:
ORCA calculation (ωB97M-V with the def2-TZVPD basis set) on a molecular structure, C17H14Br2InO2 in a non-equilibrium geometry.

Output
multiplicity	1
lowest unoccupied orbital energy (spin up / spin down)	0.01386 / 0.00779	Eh
total charge	-1
orbital gap (spin up / spin down)	3.5 / 3.3	eV

The geometry in XYZ format:
```
36
C17H14Br2InO2 (ωB97M-V with the def2-TZVPD basis set)
C -1.8715 -0.7647 -0.8408
C -1.8498 -1.2742 0.4973
C -1.9035 -0.1753 1.3952
H -1.9036 -2.3199 0.7830
C -2.0223 1.0169 0.6199
C -2.0423 0.6513 -0.7518
H -2.1018 1.3439 -1.5927
H -1.8697 -1.3441 -1.7568
H -1.9045 -0.2260 2.4843
H -2.0732 2.0252 1.0168
In 1.0949 -1.0040 -0.3956
Br 1.8129 -2.8999 -1.8923
C 2.6348 0.6798 -4.3038
C 1.4990 1.4649 -4.6868
C 0.5046 0.5782 -5.2114
H 1.4220 2.5512 -4.6298
C 1.0251 -0.7539 -5.1499
C 2.3423 -0.6877 -4.5971
H 3.0086 -1.5329 -4.4339
H 3.5765 1.0553 -3.9022
H -0.4586 0.8702 -5.6308
H 0.5273 -1.6574 -5.5003
Br 0.3446 1.7916 3.5175
C 0.9471 0.2254 4.4293
C 1.1168 0.2564 5.8199
C 1.3842 -0.9236 6.5359
C 1.4459 -2.1434 5.8478
C 1.4113 -2.1523 4.4428
C 1.2438 -0.9669 3.7169
C 1.3061 -0.9803 2.2227
O 0.7494 -1.9642 1.5705
O 1.8512 -0.0117 1.5769
H 1.1161 1.2268 6.3020
H 1.5972 -0.8696 7.6064
H 1.5758 -3.0718 6.4108
H 1.4933 -3.0872 3.8864
```

Atom charges from the natural (NBO) analysis, given in e for atoms 1 to 6: -0.287, -0.343, -0.324, 0.220, -0.279, -0.339


Entry 3:
ORCA calculation (ωB97M-V with the def2-TZVPD basis set) on a molecular structure, C34H35N5O3STc.

Output
multiplicity	2
lowest unoccupied orbital energy (spin up / spin down)	-0.26166 / -0.28196	Eh
total charge	+2
orbital gap (spin up / spin down)	6.6 / 6.1	eV

The geometry in XYZ format:
```
79
C34H35N5O3STc (ωB97M-V with the def2-TZVPD basis set)
Tc -0.1197 -0.7193 -1.3570
C -3.9685 0.2780 -1.0763
C -3.4985 -0.4519 -2.2978
C -4.0990 -0.2522 -3.5271
C -3.6983 -0.9777 -4.6439
C -2.6975 -1.9353 -4.5557
C -2.0694 -2.1855 -3.3474
C -1.0327 -3.2708 -3.2195
C -2.4694 -1.4175 -2.2252
N -1.7492 -1.6160 -1.0258
C -2.1654 -2.0464 0.2426
O -3.2641 -2.4086 0.5437
C -0.9578 -2.0080 1.1421
C -0.8033 -2.5740 2.3906
C 0.4781 -2.6060 2.9383
C 1.5709 -2.1459 2.2109
C 1.3348 -1.6063 0.9622
N 0.0915 -1.4895 0.5078
C 2.3497 -1.2405 -0.0903
O 3.4983 -0.9958 0.1473
N 1.7379 -1.2331 -1.3647
C 2.5080 -1.3798 -2.5705
C 2.1285 -0.6048 -3.6720
C 0.9475 0.3194 -3.5777
C 2.8330 -0.7140 -4.8565
C 3.9017 -1.5952 -4.9484
C 4.2182 -2.4031 -3.8739
C 3.5156 -2.3398 -2.6700
C 3.8447 -3.3254 -1.5844
H -4.5448 1.1586 -1.3505
H -3.1251 0.5998 -0.4619
H -4.5978 -0.3723 -0.4658
H -4.8962 0.4740 -3.6162
H -4.1843 -0.8017 -5.5942
H -2.4178 -2.5064 -5.4308
H -0.9292 -3.8040 -4.1620
H -1.3116 -3.9891 -2.4470
H -0.0286 -2.9001 -2.9733
H -1.6563 -3.0073 2.8953
H 0.6312 -3.0380 3.9178
H 2.5829 -2.2199 2.5822
H 1.1114 1.1573 -2.9014
H -0.0132 -0.2320 -3.3466
H 0.6755 0.7359 -4.5477
H 2.5448 -0.1150 -5.7108
H 4.4623 -1.6735 -5.8692
H 5.0152 -3.1295 -3.9674
H 4.1859 -4.2579 -2.0303
H 2.9810 -3.5618 -0.9604
H 4.6336 -2.9501 -0.9321
C -3.6550 2.6726 3.0959
C -2.9349 1.4144 3.5657
C -1.4495 1.4139 3.2423
N -1.2755 1.3613 1.7763
C -0.1798 1.4791 1.0660
S -0.3385 1.4383 -0.7120
N 1.0282 1.6785 1.5593
C 1.4592 1.6963 2.9969
O 1.5712 0.6359 3.5338
C 1.7365 3.0162 3.5529
C 2.1985 3.0746 4.8726
C 2.4592 4.3019 5.4490
C 2.2658 5.4681 4.7150
C 1.8132 5.4139 3.4025
C 1.5447 4.1895 2.8183
H -4.7134 2.6249 3.3439
H -3.5848 2.8169 2.0147
H -3.2396 3.5600 3.5748
H -3.3948 0.5161 3.1392
H -3.0282 1.3109 4.6472
H -0.9448 0.5548 3.6850
H -0.9805 2.3272 3.6128
H -2.1200 1.2198 1.2382
H 1.7770 1.7746 0.8832
H 2.3479 2.1569 5.4245
H 2.8168 4.3559 6.4675
H 2.4741 6.4271 5.1696
H 1.6716 6.3253 2.8394
H 1.1910 4.1531 1.7962
```

Atom charges from the Löwdin analysis, given in e for atoms 1 to 6: 1.280, -0.021, -0.188, -0.007, -0.012, -0.015


Entry 4:
ORCA calculation (ωB97M-V with the def2-TZVPD basis set) on a molecular structure, C49H51BrN6S2SbTl.

Output
multiplicity	2
lowest unoccupied orbital energy (spin up / spin down)	-0.09252 / -0.13812	Eh
relative energy (zero: lowest compared OMol25 entry of this formula, charge and spin)	0.0	kcal/mol
total charge	+1
orbital gap (spin up / spin down)	6.9 / 5.7	eV

The geometry in XYZ format:
```
111
C49H51BrN6S2SbTl (ωB97M-V with the def2-TZVPD basis set)
Tl 0.0084 0.4733 -0.1080
C -1.4861 -3.8750 2.8218
N -1.6928 -2.5671 3.3886
C -2.6529 -2.5518 4.4716
C -1.3688 -1.4208 2.7118
N -1.2245 -1.3275 1.4174
C -1.9907 -2.1572 0.5915
C -3.3486 -2.2119 0.8613
C -4.2341 -2.9437 0.0760
C -3.7587 -3.6393 -0.9989
C -2.3907 -3.5898 -1.3381
C -1.9532 -4.2691 -2.4949
C -0.6569 -4.1732 -2.9152
C 0.2480 -3.4291 -2.1671
C -0.1087 -2.8027 -0.9812
N 0.8891 -2.0709 -0.3452
C 2.0966 -2.5633 -0.2640
N 2.3952 -3.8971 -0.1051
C 3.3585 -4.5255 -0.9882
C 1.4473 -4.8225 0.4604
N 3.1745 -1.7441 -0.2418
C 4.4001 -2.0778 0.4426
C 3.2175 -0.5126 -0.9847
C -1.4689 -2.8425 -0.5442
N -1.1274 -0.3363 3.4956
C -1.4010 0.9985 3.0308
C -0.6610 -0.4214 4.8600
H -1.1129 -4.5430 3.6013
H -0.7516 -3.8113 2.0263
H -2.4108 -4.2973 2.4166
H -3.5306 -3.1335 4.1756
H -2.9757 -1.5386 4.6914
H -2.2326 -3.0036 5.3729
H -3.7259 -1.6380 1.6963
H -5.2838 -2.9530 0.3272
H -4.4224 -4.2240 -1.6178
H -2.6683 -4.8477 -3.0587
H -0.3206 -4.6547 -3.8211
H 1.2613 -3.3045 -2.5231
H 3.8049 -3.7987 -1.6621
H 2.8500 -5.2824 -1.5923
H 4.1460 -5.0199 -0.4177
H 0.8381 -4.3004 1.1917
H 2.0037 -5.6133 0.9670
H 0.7964 -5.2797 -0.2940
H 5.1723 -2.4464 -0.2416
H 4.2066 -2.8380 1.1947
H 4.7778 -1.1780 0.9334
H 2.3738 -0.4661 -1.6712
H 4.1439 -0.4802 -1.5628
H 3.2041 0.3538 -0.3196
H -1.9566 0.9514 2.0950
H -0.4774 1.5681 2.8810
H -2.0048 1.5195 3.7795
H -0.1990 -1.3891 5.0371
H -1.4720 -0.2708 5.5800
H 0.0781 0.3656 5.0216
Br -1.6979 -0.2987 -2.5925
C -3.1172 0.9993 -2.5006
C -4.0552 0.9650 -3.4965
C -5.0816 1.9182 -3.5129
C -5.1385 2.8799 -2.5434
C -4.1815 2.9367 -1.5093
C -4.2171 3.9424 -0.5212
C -3.2552 4.0212 0.4425
C -2.2109 3.0750 0.4756
C -2.1895 2.0646 -0.4335
C -3.1294 1.9610 -1.4658
H -3.9995 0.2157 -4.2715
H -5.8141 1.8851 -4.3051
H -5.9212 3.6243 -2.5573
H -5.0201 4.6645 -0.5545
H -3.2710 4.8063 1.1832
H -1.4425 3.1881 1.2256
S 2.0915 -1.9508 3.2340
C 2.1786 -0.4849 2.7398
S 2.2986 1.0020 2.2968
Sb 3.8303 4.8275 -0.1629
C 2.4835 5.6369 1.3453
C 1.9796 6.8960 1.0413
C 1.0308 7.4934 1.8507
C 0.6060 6.8487 2.9985
C 1.1161 5.6025 3.3177
C 2.0355 4.9870 2.4824
C 4.7872 3.1313 0.8080
C 5.4379 2.2251 -0.0171
C 6.1826 1.1862 0.5096
C 6.2875 1.0369 1.8818
C 5.6729 1.9561 2.7132
C 4.9425 3.0060 2.1792
C 2.1912 3.7314 -1.0953
C 2.4381 2.6468 -1.9236
C 1.4359 2.1274 -2.7298
C 0.1867 2.7296 -2.7559
C -0.0750 3.7999 -1.9145
C 0.9187 4.2857 -1.0832
H 2.3320 7.4105 0.1553
H 0.6225 8.4587 1.5918
H -0.1255 7.3144 3.6401
H 0.7917 5.1070 4.2212
H 2.4038 3.9985 2.7236
H 5.3962 2.3541 -1.0892
H 6.7123 0.5187 -0.1528
H 6.8643 0.2278 2.3036
H 5.7816 1.8697 3.7839
H 4.5207 3.7513 2.8391
H 3.4296 2.2198 -1.9675
H 1.6511 1.2999 -3.3918
H -0.5630 2.3922 -3.4552
H -1.0424 4.2812 -1.9267
H 0.7053 5.1264 -0.4368
```

Atom charges from the Löwdin analysis, given in e for atoms 1 to 6: 0.810, -0.040, -0.143, -0.048, -0.410, 0.065


Entry 5:
ORCA calculation (ωB97M-V with the def2-TZVPD basis set) on 13 unconnected molecules or ions with the total composition C7H39NO12 in a non-equilibrium geometry.

Output
multiplicity	1
lowest unoccupied orbital energy	-0.00883	Eh
relative energy (zero: lowest compared OMol25 entry of this formula, charge and spin)	83.3	kcal/mol
orbital gap	7.9	eV

The geometry in XYZ format:
```
59
C7H39NO12 (ωB97M-V with the def2-TZVPD basis set)
C -3.3196 -1.9148 2.2068
C -2.3640 -2.1277 1.0473
C -0.8980 -1.9232 1.4252
C -0.5931 -0.3548 1.4237
N -0.4217 0.9319 -1.1564
C 0.7074 0.4165 -0.5335
C 0.6884 -0.1929 0.6509
C 1.8918 0.4569 -1.5012
H -2.9023 -2.2676 3.1519
H -4.2615 -2.4627 2.1543
H -3.5595 -0.8502 2.2715
H -2.3989 -3.1614 0.7233
H -2.5887 -1.5710 0.1448
H -0.6497 -2.2137 2.4521
H -0.1531 -2.4505 0.8453
H -1.4725 0.1927 1.0937
H -0.4378 -0.0133 2.4463
H -0.4800 0.7355 -2.1428
H -1.3343 0.9552 -0.7515
H 1.5803 -0.4878 1.1683
H 1.5023 1.0022 -2.3471
H 2.6036 1.1431 -1.0430
H 2.3654 -0.5100 -1.5880
H -1.8613 2.4555 2.7685
H -1.7096 0.9747 2.9520
O -2.2325 1.7164 3.2834
H 2.7318 -1.0842 2.2695
H 4.0470 -0.7361 2.9923
O 3.1820 -0.3886 2.7591
H -3.5882 1.1215 0.4541
H -3.0335 1.2890 -0.9848
O -3.8174 1.3769 -0.4462
H 3.6269 -3.1698 -0.8209
H 2.3651 -3.5420 -1.6052
O 2.8866 -3.7824 -0.8272
H -1.0699 -4.2880 1.1047
H 0.0442 -4.6443 2.1169
O -0.7546 -4.9721 1.6977
H 2.8492 2.4530 3.1927
H 2.4024 1.3546 2.2000
O 2.4125 2.3127 2.3479
H -0.0892 3.3020 -3.5340
H -0.1825 2.2463 -4.7771
O 0.1753 3.0603 -4.4269
H 0.2470 3.0507 2.3450
H 0.2878 2.9614 0.8141
O -0.3112 3.0964 1.5591
H -1.1046 4.0267 -0.5555
H -0.0575 5.0212 -0.9161
O -0.3119 4.1087 -1.1023
H 2.0258 -2.5002 -3.9970
H 0.9590 -3.5843 -3.7727
O 1.3658 -2.8106 -3.3695
H -2.1706 -2.0436 -2.1955
H -3.0820 -3.1540 -2.5773
O -2.5554 -2.8496 -1.8280
H 2.6986 3.3135 -2.2295
H 3.7115 2.4542 -3.0655
O 3.6129 3.0360 -2.3059
```

Atom charges from the natural (NBO) analysis, given in e for atoms 1 to 6: -0.616, -0.399, -0.409, -0.416, -0.834, 0.207


Entry 6:
ORCA calculation (ωB97M-V with the def2-TZVPD basis set) on 5 unconnected molecules or ions with the total composition C8H24ClO4 in a non-equilibrium geometry.

Output
multiplicity	1
lowest unoccupied orbital energy	0.11853	Eh
relative energy (zero: lowest compared OMol25 entry of this formula, charge and spin)	36.4	kcal/mol
total charge	-1
orbital gap	9.4	eV

The geometry in XYZ format:
```
37
C8H24ClO4 (ωB97M-V with the def2-TZVPD basis set)
Cl -0.3213 1.7315 0.9829
C -5.0493 1.7105 -1.4001
C -3.5203 1.7485 -1.4571
O -3.0393 2.5725 -0.4851
H -5.2553 1.1945 -0.4061
H -5.5463 1.2085 -2.2531
H -5.2463 2.7595 -1.6981
H -3.4063 2.1415 -2.5231
H -3.2573 0.7135 -1.4771
H -2.1003 2.3925 -0.1931
C 2.3657 -1.6125 4.3479
C 1.4667 -0.8445 3.2929
O 0.4987 0.0095 3.8349
H 2.9457 -0.8055 4.9819
H 2.9287 -2.4075 3.7239
H 1.6797 -2.1765 4.8279
H 1.0777 -1.7215 2.7139
H 2.0267 -0.1655 2.7629
H 0.3187 0.5045 3.0059
C 4.1147 0.5765 -2.0081
C 2.6547 0.5155 -1.3871
O 2.6137 1.1535 -0.0811
H 4.4717 1.4565 -1.9221
H 4.0517 0.0905 -2.9731
H 4.8217 -0.0845 -1.4141
H 2.3737 -0.3625 -1.2491
H 2.0317 1.0355 -1.8701
H 1.6427 1.3565 0.0249
C -0.7733 -2.4615 -1.7281
C -0.5893 -1.2365 -0.8361
O -1.7063 -0.9935 -0.0581
H 0.2407 -2.5605 -2.3391
H -1.7023 -2.4085 -2.4701
H -1.0943 -3.1465 -1.0241
H -0.5093 -0.4485 -1.5671
H 0.1797 -1.3055 -0.1951
H -1.3893 -0.1295 0.5139
```

Atom charges from the natural (NBO) analysis, given in e for atoms 1 to 6: -0.862, -0.640, -0.048, -0.759, 0.217, 0.192